C32H51BEuN3O4P2 as an isolated structure, computed with ωB97M-V/def2-TZVPD.

Element x y z (Å)
Eu (-0.980, -0.104, 1.411)
C (-0.206, -4.920, 0.407)
C (1.147, -4.119, 0.706)
C (1.174, -3.916, 2.242)
C (2.348, -5.024, 0.444)
P (1.065, -2.385, 0.087)
C (2.784, -1.847, 0.415)
N (2.793, -0.371, 0.324)
B (1.689, 0.500, 0.785)
N (2.131, 1.758, 0.137)
C (1.511, 3.069, 0.240)
P (-0.367, 2.990, 0.090)
C (-0.794, 4.172, 1.491)
C (-0.490, 3.284, 2.745)
C (-0.083, 5.467, 1.527)
C (-2.271, 4.586, 1.394)
C (-0.691, 3.688, -1.584)
C (-0.197, 2.403, -2.371)
C (-2.206, 3.754, -1.780)
C (-0.073, 4.928, -2.268)
C (3.383, 1.637, -0.464)
C (4.195, 2.576, -1.118)
C (5.391, 2.136, -1.715)
C (5.727, 0.771, -1.621)
C (4.899, -0.120, -0.987)
C (3.719, 0.267, -0.400)
C (0.978, -2.276, -1.804)
C (2.192, -2.812, -2.516)
C (0.855, -0.851, -2.184)
C (-0.230, -3.077, -2.295)
H (-0.449, -5.716, 1.164)
H (-0.216, -5.421, -0.555)
H (-1.046, -4.240, 0.258)
H (0.999, -4.944, 2.664)
H (0.338, -3.374, 2.626)
H (2.146, -3.537, 2.561)
H (2.153, -5.897, 1.015)
H (3.202, -4.551, 0.904)
H (2.424, -5.261, -0.606)
H (3.551, -2.198, -0.272)
H (2.948, -2.012, 1.480)
H (1.884, 3.835, -0.520)
H (1.805, 3.500, 1.123)
H (0.415, 2.732, 2.568)
H (-1.437, 2.664, 2.920)
H (-0.475, 3.931, 3.638)
H (1.008, 5.410, 1.608)
H (-0.520, 6.034, 2.380)
H (-0.232, 6.054, 0.610)
H (-3.034, 3.783, 1.343)
H (-2.587, 5.290, 0.524)
H (-2.480, 5.236, 2.245)
H (-0.708, 1.458, -2.060)
H (0.912, 2.265, -2.154)
H (-0.326, 2.658, -3.429)
H (-2.644, 2.885, -1.301)
H (-2.411, 3.748, -2.871)
H (-2.718, 4.704, -1.556)
H (0.973, 4.781, -2.565)
H (-0.185, 5.859, -1.708)
H (-0.644, 5.061, -3.191)
H (3.999, 3.629, -1.077)
H (6.093, 2.808, -2.151)
H (6.597, 0.333, -2.132)
H (5.206, -1.197, -0.897)
H (3.058, -2.117, -2.256)
H (2.143, -2.726, -3.606)
H (2.391, -3.847, -2.232)
H (1.805, -0.354, -2.099)
H (0.125, -0.210, -1.667)
H (0.660, -0.699, -3.248)
H (-0.029, -4.149, -2.202)
H (-0.618, -2.867, -3.298)
H (-1.189, -2.839, -1.720)
O (-2.139, -2.725, 5.159)
C (-2.031, -2.137, 4.064)
O (-1.212, -1.207, 3.795)
C (-2.927, -2.729, 2.873)
C (-3.559, -3.940, 3.059)
C (-4.298, -4.461, 1.965)
C (-4.373, -3.737, 0.798)
C (-3.557, -2.654, 0.654)
N (-2.890, -2.070, 1.676)
H (-3.553, -4.362, 4.047)
H (-4.808, -5.396, 2.163)
H (-4.916, -4.129, -0.041)
H (-3.527, -2.061, -0.248)
C (-4.738, 0.742, -0.364)
C (-3.271, 0.667, 0.007)
O (-2.941, 1.219, 1.050)
O (-2.416, 0.024, -0.698)
H (-5.374, 0.673, 0.499)
H (-4.961, -0.059, -1.167)
H (-4.787, 1.672, -0.888)

## Properties
expectation value of S²	15.76
2S+1	8
energy	-3133.20661	a.u.
HOMO level (alpha / beta)	-3.275 / -3.623	eV
net charge	-1
energy relative to the best compared isomer or geometry (same formula, charge and spin)	49.9	kcal/mol

A 10-piece molecular cluster, C32H51F5N2O26 overall, computed with ωB97M-V/def2-TZVPD.

Element x y z (Å)
C (1.370, 10.063, 2.124)
N (0.770, 8.618, 2.432)
C (0.471, 8.254, 3.935)
C (-0.509, 8.621, 1.608)
C (1.836, 7.538, 2.051)
C (2.488, 7.444, 0.614)
O (1.435, 7.135, -0.368)
H (1.593, 10.303, 1.085)
H (2.213, 9.978, 2.810)
H (0.662, 10.821, 2.458)
H (1.388, 8.501, 4.470)
H (0.177, 7.206, 4.005)
H (-0.431, 8.852, 4.061)
H (-1.008, 7.652, 1.603)
H (-0.253, 8.829, 0.569)
H (-1.281, 9.329, 1.911)
H (1.563, 6.532, 2.369)
H (2.764, 7.837, 2.538)
H (3.278, 6.703, 0.491)
H (2.941, 8.399, 0.348)
H (1.325, 6.184, -0.436)
C (-4.345, -4.568, 8.348)
N (-3.254, -3.740, 7.487)
C (-2.166, -3.128, 8.472)
C (-2.648, -4.848, 6.527)
C (-3.992, -2.524, 6.767)
C (-3.407, -2.083, 5.323)
O (-2.038, -2.018, 5.301)
H (-5.057, -5.078, 7.700)
H (-4.856, -3.975, 9.106)
H (-3.948, -5.404, 8.924)
H (-2.581, -2.237, 8.943)
H (-1.318, -2.900, 7.826)
H (-2.028, -3.772, 9.341)
H (-2.341, -5.688, 7.149)
H (-1.907, -4.360, 5.895)
H (-3.550, -5.069, 5.955)
H (-3.944, -1.758, 7.541)
H (-5.030, -2.831, 6.636)
H (-3.706, -1.083, 5.009)
H (-3.684, -2.844, 4.593)
H (-1.875, -1.722, 4.403)
C (0.371, 0.644, -1.306)
O (0.144, -0.578, -1.202)
O (0.662, 1.088, -2.401)
O (0.302, 1.357, -0.241)
C (-5.765, -4.523, -2.979)
C (-5.837, -5.849, -3.545)
O (-7.067, -5.908, -4.191)
C (-7.873, -4.957, -3.658)
O (-9.052, -4.657, -3.888)
O (-7.143, -4.285, -2.786)
H (-5.384, -4.017, -3.866)
H (-5.081, -4.509, -2.130)
H (-5.730, -6.545, -2.714)
H (-5.111, -5.958, -4.351)
C (5.037, 2.072, 4.637)
C (4.700, 2.877, 5.858)
O (5.952, 3.168, 6.455)
C (6.872, 2.389, 5.991)
O (8.040, 2.313, 6.370)
O (6.348, 1.647, 4.998)
H (5.130, 2.632, 3.706)
H (4.295, 1.275, 4.583)
H (4.102, 2.278, 6.546)
H (3.966, 3.683, 5.842)
C (6.207, -2.009, -2.604)
C (6.210, -1.146, -1.431)
O (7.196, -0.130, -1.770)
C (7.643, -0.329, -2.995)
O (8.422, 0.417, -3.601)
O (7.110, -1.509, -3.472)
F (6.790, -1.863, -0.573)
H (5.218, -1.997, -3.061)
H (6.310, -3.063, -2.348)
H (5.285, -0.799, -0.968)
C (1.470, -7.946, -0.434)
C (0.960, -7.065, 0.633)
O (1.695, -7.559, 1.796)
C (2.197, -8.767, 1.592)
O (2.780, -9.403, 2.480)
O (2.034, -9.075, 0.264)
F (-0.301, -7.173, 0.890)
H (2.288, -7.473, -0.977)
H (0.695, -8.180, -1.163)
H (1.163, -5.995, 0.580)
C (-6.064, 2.122, -1.533)
C (-5.812, 2.169, -3.018)
O (-5.941, 3.591, -3.225)
C (-6.756, 4.136, -2.246)
O (-7.281, 5.272, -2.122)
O (-7.043, 3.223, -1.335)
F (-6.780, 1.459, -3.603)
H (-5.229, 2.350, -0.872)
H (-6.477, 1.203, -1.115)
H (-4.910, 1.751, -3.465)
C (0.324, -4.990, -6.495)
C (1.445, -6.006, -6.887)
O (1.280, -5.920, -8.242)
C (-0.001, -5.822, -8.527)
O (-0.469, -5.924, -9.652)
O (-0.651, -5.229, -7.544)
F (1.111, -7.302, -6.518)
H (0.611, -3.944, -6.605)
H (0.028, -5.121, -5.454)
H (2.435, -5.831, -6.465)
C (1.821, 3.856, -8.925)
C (3.264, 3.677, -8.442)
O (3.960, 4.714, -9.083)
C (3.307, 4.987, -10.218)
O (3.893, 5.647, -11.102)
O (2.080, 4.481, -10.111)
F (3.749, 2.532, -8.966)
H (1.270, 4.572, -8.316)
H (1.122, 3.028, -9.044)
H (3.346, 3.576, -7.360)

## Properties
energy	-3814.47504	a.u.
HOMO level	-2.558	eV
net charge	0